Molecular formula: C36H108N20O20
Method: DFT, wB97M-V/def2-TZVPD

Structure (ORCA input):
```
! wB97M-V def2-TZVPD RIJCOSX def2/J DEFGRID3
* xyz 0 1
C -22.69419 -16.89518 -1.55721
O -23.13518 -15.60815 -1.21257
H -21.63642 -16.85049 -1.78775
H -22.68259 -17.47718 -0.64041
H -23.24030 -17.41999 -2.37648
H -23.39026 -15.13362 -2.04776
C -25.95458 -11.99423 -11.63557
O -24.87900 -12.64414 -10.94048
H -25.81348 -10.92193 -11.63816
H -26.01056 -12.32851 -12.68481
H -26.91091 -12.29765 -11.19661
H -25.15319 -12.60213 -9.99060
C -16.41686 -8.91335 -10.77671
O -16.78956 -8.22096 -12.01245
H -16.86782 -8.45051 -9.86101
H -16.63116 -9.93763 -10.83648
H -15.31653 -8.77820 -10.56248
H -17.74487 -8.08703 -11.95666
C -17.95300 -17.37206 -4.61896
O -19.02074 -17.66952 -5.45614
H -17.05228 -17.82317 -5.09676
H -17.77346 -16.34899 -4.45398
H -18.06938 -17.84468 -3.67855
H -19.04293 -16.86880 -6.05967
C -17.55191 -10.27883 -15.48252
O -18.76301 -10.38327 -15.40284
N -16.89784 -10.54480 -16.66276
N -16.76981 -9.88945 -14.43496
H -17.57843 -10.90085 -17.34119
H -15.92771 -10.79953 -16.78529
H -15.79822 -9.65026 -14.60947
H -17.14133 -9.32193 -13.65028
C -25.48626 -11.95915 -7.09892
O -25.51014 -11.74879 -8.29297
N -25.31178 -10.97663 -6.13904
N -25.74832 -13.16035 -6.54737
H -25.79408 -11.09642 -5.29862
H -25.40659 -10.00728 -6.49901
H -25.76385 -13.95677 -7.17256
H -25.54193 -13.40484 -5.58701
C -24.63276 -16.06491 -9.11676
O -25.21860 -15.33193 -8.33590
N -23.98036 -17.20650 -8.75388
N -24.50848 -15.79231 -10.43651
H -24.35789 -17.63989 -7.90438
H -23.45726 -17.68758 -9.47678
H -23.88418 -16.44795 -11.00550
H -24.77189 -14.92649 -10.79501
C -24.88683 -15.82894 -4.53113
O -25.20137 -14.67987 -4.20980
N -25.41376 -16.94302 -3.89716
N -24.00529 -16.18353 -5.53991
H -24.96547 -17.80786 -4.05734
H -25.76677 -16.96858 -2.98309
H -23.73464 -15.46854 -6.18178
H -23.91325 -17.14117 -5.76735
C -21.96294 -11.77494 -14.20982
O -22.95657 -12.39021 -13.86084
N -21.92672 -10.39153 -14.22844
N -20.88214 -12.39625 -14.75515
H -22.84272 -9.97562 -14.34611
H -21.23790 -9.86217 -14.75690
H -20.10194 -11.86983 -15.15548
H -20.75741 -13.29830 -14.43208
C -23.70591 -8.91465 -10.70092
O -23.56221 -7.93052 -11.42211
N -24.25057 -8.79290 -9.40574
N -23.24031 -10.09344 -11.00526
H -24.61673 -9.63864 -8.92917
H -25.00576 -8.06495 -9.35449
H -23.47469 -10.99630 -10.60663
H -22.69434 -10.08050 -11.86986
C -22.22594 -19.50821 -4.92857
O -23.42435 -19.34802 -4.80566
N -21.41124 -19.12401 -3.88362
N -21.62330 -19.91818 -6.05546
H -21.79401 -18.39986 -3.29999
H -20.51465 -18.76124 -4.22714
H -20.65123 -20.16399 -6.10796
H -22.17760 -20.46147 -6.68047
C -21.64262 -18.33790 -12.06444
O -22.39585 -17.79696 -11.22184
N -21.94330 -18.03556 -13.37837
N -20.69687 -19.23476 -11.66583
H -22.37035 -17.16733 -13.50723
H -21.31406 -18.38372 -14.08842
H -19.87286 -19.39013 -12.26495
H -20.48014 -19.23422 -10.65016
C -16.67019 -12.94348 -9.29812
O -16.65570 -13.51165 -7.98413
C -17.92239 -13.96653 -7.51410
C -18.28039 -15.24932 -8.24987
N -19.30956 -15.94385 -7.60949
C -19.87478 -17.04371 -8.32899
C -18.82743 -18.16518 -8.53781
O -19.53563 -19.35845 -8.93462
C -18.72894 -20.49678 -8.71290
H -15.76188 -12.37745 -9.42112
H -17.58093 -12.34068 -9.41739
H -16.64979 -13.72838 -10.06235
H -18.64071 -13.19286 -7.68340
H -17.75315 -14.04933 -6.45360
H -17.37048 -15.80042 -8.34281
H -18.52498 -14.91615 -9.27550
H -20.14056 -15.36278 -7.30674
H -20.21389 -16.76355 -9.36509
H -20.70080 -17.49566 -7.82725
H -18.26634 -18.33785 -7.63431
H -18.26161 -17.88865 -9.44350
H -18.50442 -20.68177 -7.65214
H -17.73615 -20.43993 -9.16443
H -19.28725 -21.40727 -9.01383
C -19.15787 -10.93968 -11.78148
O -20.09161 -11.73204 -11.12080
C -19.92403 -13.12411 -11.38508
C -21.23787 -13.88887 -11.14661
N -21.34511 -14.15820 -9.71799
C -22.13619 -13.22262 -8.89836
C -21.66324 -12.84939 -7.54105
O -21.50182 -14.02010 -6.72574
C -21.01159 -13.75991 -5.43848
H -19.36121 -10.97238 -12.88125
H -18.14833 -11.34669 -11.59421
H -19.12350 -9.89518 -11.49851
H -19.09181 -13.53288 -10.85013
H -19.60853 -13.22606 -12.44443
H -21.22498 -14.88206 -11.70078
H -21.97859 -13.24561 -11.48169
H -21.69172 -15.10375 -9.45700
H -23.19893 -13.57814 -8.83218
H -22.18437 -12.23279 -9.40881
H -22.36400 -12.19828 -7.03769
H -20.75573 -12.23334 -7.58131
H -20.70735 -14.74328 -5.01951
H -21.72412 -13.20793 -4.82270
H -20.06383 -13.23527 -5.42652
C -18.15286 -10.56521 -6.68679
O -18.93942 -10.03592 -7.75100
C -20.01213 -9.26735 -7.33591
C -20.62566 -8.55762 -8.49071
N -19.79376 -7.59385 -9.05499
C -20.39356 -6.65606 -10.03910
C -20.59563 -7.12481 -11.48420
O -19.32827 -7.13413 -12.09047
C -19.41663 -7.39846 -13.45014
H -18.84307 -11.06436 -5.96305
H -17.48167 -9.79479 -6.26367
H -17.43596 -11.30867 -7.10729
H -19.68392 -8.56738 -6.57883
H -20.76582 -9.80868 -6.84581
H -21.40318 -8.06259 -8.05743
H -20.99609 -9.36086 -9.25903
H -18.84053 -7.76079 -9.18085
H -19.77493 -5.74066 -10.11149
H -21.37040 -6.32964 -9.56709
H -21.28382 -6.44775 -12.01727
H -20.98337 -8.15992 -11.47767
H -19.73763 -8.43901 -13.66440
H -18.41636 -7.14953 -13.89535
H -20.20805 -6.73729 -13.93165
C -14.96067 -11.87077 -5.84099
O -15.79983 -11.31733 -4.90715
C -15.35538 -10.05910 -4.37428
C -16.07816 -9.82243 -3.13293
N -17.55894 -9.61176 -3.39723
C -18.28505 -9.22384 -2.24097
C -19.75988 -9.00974 -2.49519
O -20.22436 -10.26593 -2.95146
C -21.58972 -10.32039 -3.34727
H -15.31175 -12.88583 -6.16518
H -14.00485 -11.98168 -5.38595
H -14.87392 -11.29270 -6.73957
H -15.49308 -9.32036 -5.18334
H -14.22023 -10.06314 -4.31786
H -15.71168 -8.91629 -2.73067
H -15.80526 -10.55466 -2.35651
H -17.97791 -10.52081 -3.68694
H -17.79239 -8.33285 -1.86307
H -18.26547 -9.92125 -1.38197
H -19.85636 -8.19234 -3.30837
H -20.28343 -8.68478 -1.63038
H -21.71513 -9.81623 -4.29857
H -22.29715 -9.84609 -2.65546
H -21.84248 -11.40798 -3.26041
*
```

Computed properties:
Energy relative to the best compared isomer or geometry (same formula, charge and spin), eV: 0.000
HOMO level, eV: -7.87
Kohn-Sham gap, eV: 7.9
Total energy, eV: -109837.5702
Strongest force on any atom, eV/A: 3.758